Density functional theory data (the ωB97M-V functional and the def2-TZVPD basis) for a 3-piece molecular cluster, C16H29ClF6O4P2S overall in a non-equilibrium geometry.

```
59
Properties=species:S:1:pos:R:3:forces:R:3:nbo_charge:R:1
C -2.886 1.140 2.591 0.176 0.165 0.883 -0.61
C -2.456 -0.363 2.667 0.029 0.596 -0.478 -0.43
C -2.623 -1.192 1.319 -1.011 0.303 0.222 -0.47
Cl -3.327 -0.082 0.012 -0.344 -1.605 0.572 -0.08
P -1.002 -2.002 0.788 0.080 -0.486 0.740 0.53
C -1.260 -3.858 0.470 0.333 0.128 -0.399 -0.70
C -0.992 -4.731 1.748 -0.074 -0.530 0.038 -0.41
C -2.264 -5.396 2.383 -0.504 -0.207 0.040 -0.22
C -3.541 -4.490 2.405 0.084 -0.171 0.353 -0.62
C -2.640 -6.744 1.649 -0.245 0.440 -0.044 -0.62
P -0.338 -1.249 -1.173 0.724 0.084 -0.706 0.52
S 1.568 -0.861 -1.034 -0.275 -0.010 0.046 -0.58
H -2.696 1.576 3.606 -0.181 -0.353 -0.733 0.22
H -2.267 1.751 1.896 -0.538 -0.589 0.295 0.21
H -3.971 1.284 2.385 0.868 -0.170 -0.047 0.22
H -3.084 -0.839 3.457 0.686 0.148 -0.563 0.22
H -1.377 -0.368 2.957 -0.877 -0.261 -0.063 0.23
H -3.412 -1.959 1.484 0.669 0.506 -0.311 0.25
H -2.220 -4.078 -0.047 0.565 0.052 0.468 0.23
H -0.455 -4.116 -0.265 -0.597 0.408 0.485 0.25
H -0.332 -5.573 1.420 -0.445 0.643 0.335 0.22
H -0.395 -4.194 2.525 -0.596 -0.074 -0.689 0.22
H -2.041 -5.643 3.451 0.013 0.220 -0.834 0.21
H -3.429 -3.629 3.111 -0.038 -0.490 -0.707 0.21
H -4.410 -5.086 2.771 0.640 0.382 -0.181 0.22
H -3.818 -4.148 1.381 0.240 -0.100 0.741 0.20
H -1.946 -6.946 0.802 -0.474 -0.043 0.645 0.21
H -3.672 -6.652 1.232 0.763 -0.207 0.178 0.21
H -2.653 -7.602 2.357 0.150 0.523 -0.570 0.22
H -1.057 -0.098 -1.599 -0.224 -0.685 0.116 0.01
H -0.534 -2.260 -2.180 -0.518 0.492 0.468 -0.01
C -2.019 2.481 -1.041 0.070 0.250 0.054 -0.66
C -0.711 3.214 -0.822 -0.077 -0.716 0.232 -0.09
O -0.583 4.326 -1.727 0.119 0.574 -0.198 -0.48
C -1.217 5.441 -1.365 0.237 -1.173 0.445 0.69
O -1.864 5.567 -0.370 -0.207 0.513 0.011 -0.54
C -0.959 6.547 -2.383 0.052 0.882 -0.869 0.90
F -1.083 6.112 -3.642 -0.065 -0.317 0.010 -0.31
F 0.280 7.040 -2.261 0.195 -0.185 0.282 -0.31
F -1.801 7.567 -2.240 -0.182 -0.136 0.328 -0.30
H -2.117 2.178 -2.087 0.097 -0.085 0.037 0.21
H -2.077 1.585 -0.404 0.339 0.905 -0.439 0.23
H -2.873 3.121 -0.811 0.045 -0.046 0.110 0.22
H 0.126 2.548 -1.035 0.045 0.223 -0.186 0.21
H -0.604 3.547 0.212 -0.095 0.196 -0.124 0.20
C 5.875 3.998 -2.040 -0.287 -0.111 0.134 -0.64
C 6.821 2.860 -2.365 0.160 0.655 -0.286 -0.08
O 6.588 1.737 -1.501 -0.038 -0.504 0.197 -0.48
C 5.575 0.939 -1.851 0.547 0.946 -0.431 0.69
O 4.878 1.101 -2.804 -0.338 -0.376 -0.013 -0.53
C 5.469 -0.233 -0.881 -0.300 -0.985 0.907 0.90
F 5.575 0.154 0.395 0.070 0.381 0.010 -0.31
F 6.440 -1.132 -1.092 0.274 0.136 -0.336 -0.31
F 4.312 -0.876 -0.995 0.229 0.247 -0.339 -0.29
H 5.946 4.264 -0.984 0.123 0.042 -0.052 0.21
H 6.110 4.876 -2.643 0.035 -0.048 0.012 0.22
H 4.840 3.714 -2.231 0.062 0.010 -0.106 0.23
H 7.850 3.173 -2.189 -0.033 -0.237 0.188 0.19
H 6.748 2.561 -3.412 -0.157 -0.149 0.120 0.20
```
Positions in Å, forces in eV/Å.

Its SMILES is CC[C@@H](Cl)P(CCC(C)C)[PH2]=S.CCOC(=O)C(F)(F)F.CCOC(=O)C(F)(F)F. The calculation puts the molar mass at 528.86 g/mol. The calculation puts the relative energy (zero: lowest compared OMol25 entry of this formula, charge and spin) at 1.030 eV. The calculation puts the frontier orbital gap at 8.7 eV. The max |F| comes out at 1.7 eV/Å. As for the charge: 0.

=====

Density functional theory data (the ωB97M-V functional and the def2-TZVPD basis) for C11H70NO23 as an isolated structure in a non-equilibrium geometry.

```
105
Properties=species:S:1:pos:R:3:forces:R:3:mulliken_charge:R:1
C 3.426 0.473 2.304 -3.580 2.203 1.595 -1.44
C 2.518 -0.375 1.435 0.975 2.970 -3.286 0.21
C 1.283 0.449 1.021 -2.378 -2.020 2.775 -0.63
C 0.378 -0.339 0.131 0.520 0.681 -3.704 -1.29
N -0.945 0.308 -0.404 1.518 -1.099 2.537 2.74
C -0.645 1.377 -1.270 -0.463 5.468 2.093 -2.27
C -1.858 2.297 -1.401 2.584 0.931 3.257 -1.43
C -2.535 2.038 -0.105 -0.814 -1.668 -1.060 -0.41
C -1.551 1.159 0.539 -2.187 -1.699 7.209 -1.18
C -1.871 -0.807 -0.881 -3.215 1.209 0.691 -0.30
C -2.448 -1.781 0.180 0.757 0.326 2.367 0.44
C -3.201 -3.102 -0.313 1.445 1.378 -0.681 -0.40
H 3.979 1.352 2.045 -0.121 0.492 -1.272 0.51
H 4.078 -0.111 2.751 3.524 -3.148 1.687 0.29
H 2.865 0.799 3.276 0.304 -0.261 -1.807 0.25
H 2.211 -1.172 1.992 -1.002 -2.199 1.614 0.54
H 2.989 -0.817 0.509 -0.044 0.628 0.932 -0.25
H 1.386 1.249 0.370 1.356 2.521 0.017 0.52
H 0.713 0.639 2.033 1.131 0.377 -1.994 -0.03
H 0.298 -1.336 0.318 -1.425 -2.713 1.684 0.68
H 0.864 -0.539 -0.861 0.270 0.800 0.487 0.05
H -0.378 1.103 -2.109 2.405 -3.374 -8.467 1.88
H 0.178 2.075 -1.059 0.164 -0.940 1.446 0.16
H -2.312 2.001 -2.198 -3.634 -1.811 -4.639 0.72
H -1.693 3.340 -1.534 0.982 0.751 -0.072 0.22
H -3.476 1.524 -0.270 -0.138 0.018 0.178 -0.39
H -2.663 2.876 0.464 -0.614 2.224 1.410 0.69
H -2.006 0.465 1.254 -0.798 0.030 0.065 0.73
H -0.914 1.571 1.354 0.497 0.565 -1.631 0.48
H -1.306 -1.170 -1.638 1.697 -2.139 -2.220 0.58
H -2.787 -0.435 -1.386 0.780 0.782 0.206 -0.40
H -3.085 -1.154 0.969 1.259 -1.404 -1.887 -0.23
H -1.507 -2.121 0.710 -1.288 0.047 0.041 0.08
H -3.843 -3.540 0.458 1.078 -0.267 0.488 0.05
H -2.316 -3.752 -0.726 -2.466 0.729 0.541 0.19
H -4.048 -2.835 -0.971 0.984 -0.112 -0.687 -0.04
O 0.160 -3.888 -1.644 -0.480 4.359 -0.645 -0.61
H 0.163 -4.735 -1.932 0.289 -4.922 -0.431 0.32
H -0.089 -3.531 -2.535 -0.008 0.598 0.911 0.26
O -2.002 4.169 -4.490 0.090 4.020 -0.698 -0.57
H -1.734 3.313 -4.589 0.662 -3.471 -0.020 0.27
H -2.677 4.310 -3.853 -0.817 -0.458 0.734 0.31
O -5.805 -2.389 -2.780 1.767 -2.404 3.552 -0.66
H -4.959 -2.864 -2.973 -1.027 0.772 -0.951 0.38
H -6.182 -1.840 -3.395 -0.718 1.583 -2.710 0.27
O -2.691 4.448 3.470 2.565 -0.520 -1.717 -0.60
H -3.359 5.068 3.293 -2.022 1.267 0.215 0.29
H -2.101 4.702 2.698 -0.508 -0.820 1.468 0.31
O 4.406 -3.647 1.066 0.667 1.318 -2.405 -0.63
H 4.349 -3.154 0.173 0.209 -1.178 2.119 0.32
H 3.493 -3.618 1.312 -0.905 -0.136 0.380 0.29
O -4.437 -5.657 2.288 -3.842 4.758 -4.430 -0.59
H -3.866 -5.942 2.889 3.925 -1.747 4.149 0.29
H -4.367 -4.630 2.243 -0.084 -3.054 0.324 0.33
O -4.153 -0.212 2.949 2.808 0.214 1.780 -0.64
H -4.527 -1.066 3.066 -1.238 -1.235 -0.149 0.29
H -3.365 -0.359 3.585 -1.561 1.006 -1.497 0.30
O 5.052 4.450 2.175 -0.671 1.121 -0.667 -0.61
H 4.974 4.050 1.301 0.201 -0.284 0.095 0.30
H 4.682 5.345 1.987 0.488 -0.869 0.560 0.32
O 5.153 0.291 -1.016 2.181 -0.549 0.347 -0.50
H 5.769 0.259 -0.210 -1.708 0.336 -0.052 0.33
H 5.870 -0.008 -1.615 -1.038 0.328 -0.435 0.24
O 2.761 1.199 -2.482 0.084 -0.769 0.218 -0.71
H 3.232 0.669 -1.817 0.491 0.091 -0.089 0.15
H 2.720 2.061 -2.090 0.002 0.746 0.237 0.33
O 1.084 2.903 -4.674 1.347 -1.461 1.621 -0.61
H 1.977 2.670 -4.222 -2.367 0.418 -1.292 0.34
H 0.491 2.144 -4.426 1.121 0.876 -0.375 0.32
O 2.260 -1.320 4.989 9.890 1.795 -0.036 -0.58
H 1.562 -1.773 4.840 -7.894 -4.689 -1.416 0.24
H 3.018 -1.975 4.678 -2.142 2.257 1.040 0.31
O -0.816 6.176 -0.909 -3.520 -1.556 7.111 -0.57
H -0.570 6.114 -1.729 2.672 0.327 -7.031 0.27
H -0.501 6.861 -0.357 0.836 1.149 -0.116 0.31
O 0.939 -0.221 -3.771 -0.196 -3.767 -3.263 -0.52
H 1.526 -0.892 -4.301 -2.308 1.284 0.435 0.41
H 1.706 0.028 -3.335 2.081 2.341 2.610 0.05
O 2.869 0.852 6.317 0.051 -0.053 -0.454 -0.65
H 2.579 0.178 5.663 0.235 0.550 0.764 0.39
H 3.725 0.533 6.621 -0.130 0.074 0.091 0.27
O 6.614 -0.141 1.175 -0.893 3.468 -2.139 -0.67
H 7.024 -0.870 0.843 1.932 -3.206 -1.912 0.28
H 6.603 -0.343 2.081 -0.578 -0.004 2.520 0.37
O -0.946 1.966 3.857 1.720 -1.035 -0.413 -0.54
H -1.843 2.189 3.814 -2.255 0.627 -0.145 0.24
H -0.583 2.647 4.412 0.465 0.413 0.445 0.30
O -3.479 -3.702 -3.733 -0.257 7.419 3.618 -0.57
H -2.690 -3.139 -3.787 0.118 -1.291 -0.624 0.40
H -3.594 -4.494 -4.057 0.194 -6.159 -2.970 0.22
O -5.463 0.409 0.413 -1.710 0.498 -4.062 -0.56
H -5.093 0.272 1.207 2.130 -1.918 4.919 0.22
H -5.357 1.347 0.452 -0.508 1.416 -0.874 0.36
O -4.642 0.395 -3.061 1.460 9.211 -4.459 -0.55
H -4.674 0.370 -4.018 -0.149 -0.890 0.330 0.30
H -4.720 -0.305 -2.596 -1.327 -8.280 4.179 0.24
O 6.222 -0.759 3.464 -0.904 0.383 1.168 -0.67
H 6.004 0.000 4.037 0.404 -0.598 -0.136 0.33
H 6.899 -1.293 3.865 0.439 -0.188 0.680 0.29
O 2.633 -2.661 -1.227 4.257 1.563 -0.569 -0.56
H 3.291 -2.806 -1.974 -1.608 0.138 1.405 0.30
H 1.830 -3.052 -1.434 -2.530 -1.659 -0.882 0.35
O -0.884 -2.516 -4.162 -1.762 -3.294 -0.755 -0.61
H -0.461 -1.760 -3.905 1.878 3.643 1.239 0.23
H -0.791 -2.537 -5.114 -0.059 -0.180 -0.364 0.26
```
Positions in Å, forces in eV/Å.

The calculation puts the molar mass at 584.67 g/mol. The calculation puts the relative energy (zero: lowest compared OMol25 entry of this formula, charge and spin) at 2.089 eV. The calculation puts the frontier orbital gap at 10.0 eV. The max |F| comes out at 10.3 eV/Å. As for the charge: +1.

=====

Density functional theory data (the ωB97M-V functional and the def2-TZVPD basis) for C3H9NO2 in the gas phase in a non-equilibrium geometry.

```
15
Properties=species:S:1:pos:R:3:forces:R:3:nbo_charge:R:1
C 0.604 -0.224 0.545 -1.401 -1.361 0.636 -0.26
C 0.017 -1.682 0.084 -1.892 1.401 0.672 -0.07
O -0.409 -2.446 1.192 -1.794 0.598 1.392 -0.75
N -0.223 1.076 0.641 2.773 -1.277 0.608 -0.61
C -0.800 1.573 -0.514 -1.232 1.144 -2.586 0.07
O -0.048 1.578 -1.728 3.029 2.257 -1.014 -0.76
H 0.871 -0.453 1.610 0.002 0.369 -0.940 0.21
H 1.508 -0.048 -0.033 0.012 0.032 -0.151 0.18
H 0.842 -2.257 -0.202 1.387 -0.178 -1.889 0.17
H -0.915 -1.728 -0.611 2.086 0.609 0.666 0.19
H 0.148 -3.163 1.467 0.682 -0.120 -0.287 0.47
H 0.592 1.709 0.768 -0.926 -0.108 0.666 0.34
H -1.558 0.989 -1.007 -1.410 -0.534 1.455 0.18
H -1.107 2.634 -0.382 -0.278 -0.816 0.467 0.16
H 0.478 2.442 -1.829 -1.039 -2.017 0.305 0.46
```
Positions in Å, forces in eV/Å.

Its SMILES is OCCNCO. The calculation puts the molar mass at 91.11 g/mol. The calculation puts the relative energy (zero: lowest compared OMol25 entry of this formula, charge and spin) at 3.242 eV. The calculation puts the frontier orbital gap at 10.4 eV. The max |F| comes out at 3.9 eV/Å. As for the charge: 0.